Version 1
Molecular formula: C3H5NOS
Method: DFT, the ωB97M-V functional and the def2-TZVPD basis

Element x y z (Å)
C  2.2774  2.5314  -0.2158
C  -0.8522  0.0980  -0.3179
C  0.2798  -0.6559  0.3016
N  2.5929  3.0908  -1.2018
O  0.9446  -0.0923  1.1214
S  0.4872  -2.3458  -0.2007
H  -1.8664  -0.0783  0.0509
H  -0.7322  1.1585  -0.4996
H  -0.9736  -0.2677  -1.3367
H  1.8065  2.0585  0.5690
H  1.6044  -2.4634  0.5804

Summary:
**Molar mass**: 103.15 g/mol
**SMILES string**: CC(=O)S.C#N
**HOMO-LUMO gap**: 11.06 eV
**Spin multiplicity**: 1
**HOMO**: -10.47 eV


Version 2
Molecular formula: C3H5NOS
Method: DFT, the ωB97M-V functional and the def2-TZVPD basis

Element x y z (Å)
C  0.5014  -0.0145  0.5195
C  0.3824  0.3135  -0.9684
C  -0.8292  -0.7379  0.4364
H  1.2992  1.3349  1.6329
H  1.2829  -0.7248  0.8226
H  1.1666  0.1241  -1.6363
H  0.1837  1.3845  -1.1249
H  -1.6178  -0.7710  -1.4909
N  -0.8034  -0.7056  -0.9259
O  0.4357  1.1755  1.2962
S  -2.0015  -1.3787  1.4387

Summary:
**Molar mass**: 103.15 g/mol
**SMILES string**: O[C@@H]1CNC1=S
**HOMO-LUMO gap**: 8.79 eV
**Spin multiplicity**: 1
**HOMO**: -8.43 eV


Version 3
Molecular formula: C3H5NOS
Method: DFT, the ωB97M-V functional and the def2-TZVPD basis

Element x y z (Å)
C  0.4101  0.2750  -0.4524
C  0.4241  0.8721  0.8471
C  -0.5449  -1.0207  -0.5861
N  -0.2507  1.5606  -0.2140
O  -0.1444  -1.9666  0.3018
S  -0.3169  -1.7352  1.9691
H  1.2779  0.3714  -1.1566
H  1.0945  1.3763  1.5681
H  -1.6382  -0.7572  -0.2715
H  -0.6251  -1.3204  -1.5733
H  0.3136  2.3445  -0.4322

Summary:
**Molar mass**: 103.15 g/mol
**HOMO-LUMO gap (alpha / beta)**: 6.31 / 6.31 eV
**Spin multiplicity**: 1
**HOMO (alpha / beta)**: -7.91 / -7.91 eV


Least stable structure: version 3


Version 1
Molecular formula: C3H5NOS
Method: DFT, the ωB97M-V functional and the def2-TZVPD basis

Element x y z (Å)
C  0.9215  -1.1031  0.5175
C  0.3236  1.7452  -0.2179
C  -0.4234  -1.0739  0.0798
N  2.0174  -1.0044  0.8501
O  -0.9485  -2.2800  -0.3016
S  -0.4955  0.4199  -1.1063
H  0.1713  2.4996  -0.9869
H  1.3218  1.6501  -0.0978
H  -0.0707  2.0802  0.7237
H  -1.0631  -0.7144  1.2968
H  -1.7544  -2.2192  -0.7572

Summary:
**Molar mass**: 103.15 g/mol
**HOMO-LUMO gap**: 9.76 eV
**Spin multiplicity**: 1
**HOMO**: -9.42 eV


Version 2
Molecular formula: C3H5NOS
Method: DFT, the ωB97M-V functional and the def2-TZVPD basis

Element x y z (Å)
C  1.3346  0.4721  -1.1544
C  0.1464  0.6363  -0.2342
C  -1.2473  -0.8214  1.1440
H  1.7022  1.4206  -1.6044
H  0.4037  1.3417  0.5701
H  -0.6579  1.1147  -0.7963
H  0.3277  -1.4110  -0.0067
H  -1.3778  -1.8745  1.4287
N  -0.2317  -0.6454  0.2979
O  1.8380  -0.5944  -1.3694
S  -2.2379  0.3612  1.7247

Summary:
**Molar mass**: 103.15 g/mol
**SMILES string**: O=CCNC=S
**HOMO-LUMO gap**: 9.28 eV
**Spin multiplicity**: 1
**HOMO**: -8.54 eV


Version 3
Molecular formula: C3H5NOS
Method: DFT, the ωB97M-V functional and the def2-TZVPD basis

Element x y z (Å)
C  -0.3047  -1.5275  -0.0721
C  -0.2019  -0.2621  -0.0959
C  -1.0309  0.9846  0.0260
N  1.6340  0.3638  0.0985
O  1.7555  1.6024  -0.0134
S  2.7135  -0.7971  0.0149
H  0.5476  -2.1168  -0.0106
H  -1.3641  -1.9652  0.0066
H  -1.1352  1.1699  1.1512
H  -1.9366  0.7700  -0.5223
H  -0.6772  1.7780  -0.5828

Summary:
**Molar mass**: 103.15 g/mol
**HOMO-LUMO gap (alpha / beta)**: 8.38 / 8.38 eV
**Spin multiplicity**: 1
**HOMO (alpha / beta)**: -9.00 / -9.00 eV


Least stable structure: version 3